(1)
ORCA calculation (ωB97M-V/def2-TZVPD) on an isolated ion of composition C21H37BClF2I2N2O7S and charge -1.

Geometry (Å):
C1 -0.37680 -2.07410 -6.21921
C2 -0.22717 -0.51368 -5.77254
N1 0.74724 -0.46383 -4.62044
C3 0.39316 0.61933 -3.66034
O1 1.08780 0.56157 -2.40478
C4 0.70174 -0.62561 -1.63570
C5 1.85312 -0.73550 -0.48888
C6 2.45742 -2.20845 -0.34646
C7 1.36511 -3.36990 -0.18199
C8 1.06009 -3.78198 1.33726
N2 -0.35762 -3.57614 1.76588
C9 -1.28712 -4.49261 0.99601
C10 -0.43104 -4.10669 3.16996
C11 -0.61624 -5.64561 3.53655
O2 -0.37094 -3.23178 4.07744
C12 -0.69974 -0.35905 -0.91343
O3 -1.06730 1.05947 -0.84110
C13 -0.79352 1.59971 0.46214
S1 -2.06588 1.16633 1.76083
C14 -0.74976 3.21448 0.27543
I1 -2.62707 4.02144 -0.51505
C15 -0.18735 3.98954 1.55865
C16 -1.28336 4.36833 2.66703
I2 0.67922 5.89724 0.87858
C17 -1.97452 -1.14708 -1.46766
Cl1 -1.81787 -1.89672 -3.12694
C18 -3.30176 -0.20199 -1.52453
C19 -4.54873 -1.23248 -1.74805
H1 0.41394 -2.66305 -5.63203
H2 -1.38933 -2.49743 -5.91933
H3 -0.23341 -2.18270 -7.34955
H4 0.07160 0.14980 -6.64855
H5 -1.26707 -0.18521 -5.43050
H6 1.62978 -0.15352 -5.06674
H7 -0.74117 0.67141 -3.48796
H8 0.66534 1.62722 -4.15603
H9 0.78557 -1.59071 -2.22837
H10 2.73087 -0.05609 -0.80596
H11 1.51143 -0.34624 0.52395
H12 3.25059 -2.25580 0.48633
H13 3.03611 -2.42558 -1.32212
H14 1.80529 -4.30074 -0.69775
H15 0.37486 -3.15041 -0.70013
H16 1.30332 -4.90737 1.44495
H17 1.79342 -3.24374 2.04153
H18 -2.28562 -4.63906 1.52262
H19 -1.51935 -4.04884 -0.04103
H20 -0.79480 -5.50560 0.80624
H21 -1.70503 -5.87405 3.83650
H22 0.04536 -5.86018 4.44917
H23 -0.30412 -6.36822 2.71070
H24 -0.57206 -0.67878 0.18931
H25 0.22013 1.32002 0.89845
H26 -1.64056 0.03405 2.47073
H27 0.02397 3.37820 -0.56302
H28 0.66176 3.40237 2.06709
H29 -2.31610 3.89461 2.48277
H30 -1.39677 5.47972 2.87173
H31 -0.92080 3.89402 3.65643
H32 -2.23300 -1.97357 -0.72091
H33 -3.50562 0.32761 -0.54249
H34 -3.15807 0.48575 -2.41824
H35 -4.90272 -1.23915 -2.83063
H36 -5.36316 -0.93371 -1.00287
H37 -4.24298 -2.30972 -1.47024
B1 4.24483 6.67805 5.48133
O4 2.92152 7.01714 4.92436
C20 2.88522 6.55986 3.67807
O5 1.93258 6.67276 2.93331
C21 4.16141 5.90740 3.35681
O6 4.45015 5.38773 2.30435
O7 4.97001 5.97068 4.41027
F1 4.09586 5.82627 6.62157
F2 4.94573 7.87059 5.84722

Forces on atoms 1 to 2 (eV/Å):
C 0.38 0.51 0.07
C -0.96 -1.30 0.08

As for the charge: -1. The value obtained for the HOMO energy is -5.41 eV. The frontier orbital gap is 7.1287 eV. Its spin multiplicity is 1.

Atomic partial charges in e from the Mulliken method, atoms 1 to 8: C -0.89; C -0.33; N -0.17; C -0.38; O -0.43; C 0.44; C -0.98; C -1.09


(2)
ORCA calculation (ωB97M-V/def2-TZVPD) on C21H37Cl2F4N3O5Sn as an isolated structure.

Geometry (Å):
C1 4.97106 2.78839 -0.27168
C2 4.20025 1.47559 0.22615
O1 3.81375 0.56694 -0.83023
C3 3.30125 -0.69109 -0.27739
C4 1.73325 -0.51649 0.04544
C5 1.16576 -1.41761 1.24586
O2 -0.19671 -1.04911 1.49552
C6 -1.15311 -1.49298 0.50113
N1 -1.82207 -2.69329 1.13864
C7 -2.24366 -0.35080 0.08477
C8 -2.71662 0.33788 1.44789
C9 -1.87886 1.46170 2.14280
C10 -1.62388 1.01878 3.69051
Cl1 -0.26309 2.04010 1.56101
O3 -1.72750 0.69426 -0.73677
C11 -1.64663 0.51558 -2.13699
N2 -0.73666 -0.54436 -2.65555
C12 -1.05300 1.91844 -2.74354
C13 -2.06646 3.12887 -2.43479
C14 0.40013 2.28779 -2.15674
C15 1.60841 2.02784 -3.22365
C16 -3.57178 -1.03868 -0.57047
Cl2 -4.81475 -1.66538 0.62344
C17 -3.29815 -2.25009 -1.58098
C18 -4.09537 -2.11636 -3.00206
C19 1.96574 -0.92870 2.58841
O4 2.59095 0.15989 2.66912
N3 1.93577 -1.75508 3.85555
C20 3.28712 -1.99859 4.35689
O5 4.30590 -2.03471 3.65775
F1 3.37268 -2.26379 5.76951
C21 1.46680 -2.98318 1.12183
F2 1.23010 -3.53791 -0.15972
F3 0.77945 -3.78752 2.09703
F4 2.85843 -3.23115 1.39645
H1 5.76821 2.49552 -1.03952
H2 4.25553 3.61056 -0.65364
H3 5.49053 3.24731 0.65712
H4 4.82737 0.91934 1.00502
H5 3.25345 1.84733 0.79071
H6 3.93515 -1.08299 0.58769
H7 3.37079 -1.43827 -1.15873
H8 1.16436 -0.81339 -0.89841
H9 1.56251 0.57847 0.31178
H10 -0.66492 -1.88946 -0.45040
H11 -1.56149 -2.71131 2.14328
H12 -1.52505 -3.56134 0.67258
H13 -3.76215 0.79140 1.22780
H14 -2.86235 -0.52847 2.20783
H15 -2.53726 2.41025 2.25795
H16 -0.80857 1.69858 4.14331
H17 -1.32194 -0.09788 3.71281
H18 -2.61637 1.11463 4.27079
H19 -2.64752 0.39048 -2.70934
H20 -1.26551 -1.21501 -3.25158
H21 -0.01073 -0.17498 -3.28743
H22 -0.99363 1.76431 -3.87496
H23 -3.07634 2.84038 -2.91868
H24 -1.68949 4.06405 -2.99085
H25 -2.13041 3.26006 -1.30335
H26 0.41258 3.43165 -1.97972
H27 0.62508 1.80680 -1.14581
H28 2.52327 2.67567 -3.01748
H29 1.24814 2.19611 -4.31204
H30 1.90976 0.90820 -3.19090
H31 -4.10967 -0.21235 -1.17943
H32 -2.20580 -2.48207 -1.80784
H33 -3.72509 -3.22253 -1.11815
H34 -3.96644 -1.09625 -3.49513
H35 -5.20899 -2.21846 -2.72964
H36 -3.78978 -3.00381 -3.65896
H37 1.38302 -1.17779 4.52437
Sn1 0.67130 2.80005 4.72381

Forces on atoms 1 to 2 (eV/Å):
C -0.07 -0.27 0.45
C -0.23 0.97 0.82

As for the charge: +2. The value obtained for the HOMO energy is -14.22 eV. The frontier orbital gap is 2.6513 eV. Its spin multiplicity is 1.

Atomic partial charges in e from the Mulliken method, atoms 1 to 8: C -1.12; C 0.28; O -0.37; C -0.68; C 1.01; C 1.23; O 0.11; C -1.81


(3)
ORCA calculation (ωB97M-V/def2-TZVPD) on C21H37Cl2N2O4Pd as an isolated structure.

Geometry (Å):
O1 0.12984 -2.28496 1.37499
C1 -0.29845 -3.35460 0.88351
C2 -0.80780 -4.34389 1.82396
C3 -0.67564 -4.11318 3.21534
H1 -0.15911 -3.20839 3.55455
C4 -1.19922 -5.03047 4.11774
H2 -1.12223 -4.83243 5.18812
C5 -1.81785 -6.20439 3.66020
H3 -2.20054 -6.93509 4.36674
C6 -1.95505 -6.42242 2.27644
H4 -2.45204 -7.32498 1.92468
C7 -1.46032 -5.49864 1.35870
H5 -1.54960 -5.63732 0.27395
H6 -0.39640 -3.49643 -0.19971
C8 2.28414 -2.58671 -0.41446
C9 1.52266 -1.40229 -0.83564
H7 3.19200 -2.70515 -1.01975
H8 1.65644 -3.47722 -0.53959
H9 2.53408 -2.49866 0.64711
C10 1.70998 -0.56733 -1.85902
C11 2.74347 -0.71051 -2.93902
H10 1.09043 0.32344 -1.90076
H11 3.09662 -1.74274 -2.99578
H12 3.60818 -0.05830 -2.77472
H13 2.31010 -0.42763 -3.89937
Pd1 0.01611 -0.51474 0.49992
Cl1 1.75969 0.14540 1.90078
Cl2 -1.91067 -1.23015 -0.60539
H14 -2.49478 0.19972 3.66474
H15 -1.05721 1.68354 4.93912
C12 -1.67264 0.16323 2.93794
C13 -0.45794 1.99423 4.07278
N1 -1.07856 1.48932 2.85404
H16 -2.03030 -0.14969 1.95046
C14 -0.87406 2.12034 1.68814
O2 -0.91484 1.59153 0.55696
H17 -0.41285 3.08909 4.02989
H18 -0.63229 3.19788 1.79642
H19 -0.92016 -0.54816 3.30265
H20 0.56346 1.58984 4.17793
H21 -2.64026 3.07835 -5.14539
H22 -4.58143 1.99612 -3.73915
C15 -2.06084 2.17230 -4.92750
C16 -3.90298 1.14053 -3.61870
N2 -2.51761 1.57025 -3.68695
H23 -1.00152 2.41827 -4.83205
C17 -1.65790 1.40270 -2.66138
O3 -0.46516 1.73510 -2.70788
H24 -4.07141 0.66572 -2.64666
H25 -2.09814 0.93273 -1.76147
H26 -2.21046 1.47546 -5.76147
H27 -4.12365 0.42523 -4.42227
C18 0.98297 4.86243 -0.18239
C19 1.07902 3.60377 -1.00677
O4 1.55206 2.46576 -0.29027
C20 2.88760 2.56894 0.19181
C21 3.93056 2.37620 -0.87488
H28 0.55804 4.67307 0.80537
H29 0.33858 5.56731 -0.70611
H30 1.96385 5.32941 -0.07347
H31 0.09536 3.28124 -1.35634
H32 1.71682 3.75939 -1.89445
H33 3.02836 3.51030 0.75023
H34 2.92803 1.72811 0.90585
H35 3.91578 3.20202 -1.59447
H36 4.91769 2.34139 -0.40744
H37 3.77000 1.43683 -1.41040

Forces on atoms 1 to 2 (eV/Å):
O -0.75 -4.33 0.13
C 0.30 2.49 1.34

As for the charge: -1. The value obtained for the HOMO energy (alpha / beta) is -2.13 / -4.14 eV. The frontier orbital gap (alpha / beta) is 4.3858 / 6.4189 eV. Its spin multiplicity is 3.

Atomic partial charges in e from the Mulliken method, atoms 1 to 8: O -0.52; C -0.29; C 0.67; C -0.36; H 0.33; C -0.53; H 0.36; C -0.42


| no. | calculated total energy (Ha) | molecular weight (g/mol) |
| --- | --- | --- |
| 1 | -3137.01954 | 799.67 |
| 2 | -2896.04059 | 677.15 |
| 3 | -2281.08158 | 558.86 |